Record 1
{"formula": "C18H37ClF7N2O14P4", "method": "ωB97M-V/def2-TZVPD", "max_force_ev_per_a": 1.3, "gap_ev": 8.13, "de_lowest_kcal_mol": 0.0, "e_homo_ev": -5.7, "total_charge": -1, "species": ["C", "C", "C", "C", "C", "P", "C", "C", "O", "O", "C", "O", "N", "O", "P", "N", "O", "C", "Cl", "C", "F", "F", "C", "F", "F", "C", "F", "F", "F", "O", "H", "H", "H", "H", "H", "H", "H", "H", "H", "H", "H", "H", "H", "H", "H", "H", "H", "H", "H", "C", "O", "P", "O", "O", "C", "O", "C", "H", "H", "H", "H", "H", "H", "H", "H", "H", "C", "O", "P", "O", "O", "C", "O", "C", "H", "H", "H", "H", "H", "H", "H", "H", "H"], "xyz": [[4.29089, 3.05676, -0.41568], [2.88504, 3.65711, -0.45215], [2.24680, 3.71129, -1.84455], [0.85314, 4.35621, -1.82270], [0.73352, 5.32734, -3.01222], [-0.77802, 3.34087, -1.72932], [-1.68733, 4.87781, -0.95633], [-2.97676, 5.04264, -1.66517], [-4.07063, 4.70468, -1.26024], [-0.33835, 2.63314, -0.14347], [-0.52446, 1.28571, -0.06305], [-1.92581, 1.08040, 0.34197], [-2.09751, 0.50522, 1.56502], [-3.20014, 0.12384, 1.71216], [0.51992, 0.51533, 1.39981], [0.48083, 1.85804, 2.45450], [2.03650, 0.66812, 0.82363], [-0.38695, 0.73470, -1.58437], [-2.06444, -0.00801, -2.06370], [0.56363, -0.48355, -1.85178], [0.62976, -1.27247, -0.75540], [0.08980, -1.27114, -2.86146], [1.99693, -0.17799, -2.39775], [1.88814, 0.33993, -3.63356], [2.68732, 0.68947, -1.63733], [2.91088, -1.43556, -2.53983], [3.11395, -2.04568, -1.37530], [2.41229, -2.31506, -3.40312], [4.09678, -1.02780, -3.00457], [-0.09501, 1.75849, -2.37334], [4.84166, 3.37381, -1.30944], [4.30885, 1.96241, -0.40565], [4.85071, 3.40437, 0.45713], [2.19770, 3.20114, 0.27008], [2.97732, 4.70213, -0.12469], [2.90399, 4.38577, -2.41555], [2.27122, 2.75308, -2.36327], [0.85942, 4.97783, -0.91765], [1.16786, 4.89055, -3.91583], [1.28275, 6.24947, -2.77855], [-0.30249, 5.61474, -3.20795], [-1.08156, 3.71436, -3.08676], [-2.02874, 2.66729, -1.67472], [-1.85363, 4.64979, 0.09848], [-1.12150, 5.80347, -1.09543], [-2.89033, 5.49561, -2.68054], [0.77021, 2.71844, 1.99539], [-0.46100, 1.99848, 2.80804], [2.22706, 1.51202, 0.38924], [1.01062, -1.65278, 6.00607], [0.31216, -0.63306, 6.73374], [-1.26566, -0.67983, 6.84917], [-1.82104, 0.49417, 7.51719], [-1.58387, -2.07263, 7.56346], [-1.13200, -2.23241, 8.91041], [-1.74164, -0.98553, 5.38264], [-2.93307, -0.38294, 4.84456], [1.91767, -1.88619, 6.55995], [0.40642, -2.55364, 5.90016], [1.26808, -1.27192, 5.01954], [-1.15815, -1.28401, 9.44818], [-0.11636, -2.63077, 8.91667], [-1.80158, -2.93900, 9.39489], [-2.67774, 0.57866, 4.40747], [-3.69138, -0.24712, 5.61352], [-3.30010, -1.04433, 4.06755], [-1.82425, -3.53086, -4.17206], [-2.16744, -4.53492, -3.20252], [-1.35046, -5.87764, -3.08617], [-1.88562, -6.78678, -2.07503], [0.16336, -5.43816, -2.89601], [0.47480, -4.63529, -1.74419], [-1.30125, -6.44826, -4.56664], [-1.35618, -7.86402, -4.77031], [-1.94145, -2.56189, -3.69254], [-0.79495, -3.64358, -4.51317], [-2.50270, -3.61222, -5.01947], [-0.17826, -4.87446, -0.90473], [0.35985, -3.58651, -2.00791], [1.50811, -4.83285, -1.47209], [-2.39436, -8.19024, -4.81017], [-0.84223, -8.39824, -3.97327], [-0.86952, -8.06530, -5.72189]], "atomic_forces_ev_per_a": [[0.08, -0.13, -0.10], [0.09, 0.26, -0.07], [0.18, 0.19, 0.05], [0.28, 0.06, 0.01], [0.05, 0.12, 0.39], [-0.73, 0.80, -0.65], [-0.15, -0.09, -0.18], [-0.28, -0.04, 0.13], [0.36, 0.06, -0.14], [0.69, -0.36, 0.11], [-0.12, 0.37, 0.32], [-0.23, -0.29, -0.03], [0.21, 0.05, -0.21], [-0.18, 0.16, -0.01], [0.10, -0.13, 0.10], [-0.09, -0.02, -0.05], [-0.06, 0.13, -0.06], [-0.50, 0.13, -0.16], [0.03, -0.04, -0.04], [0.01, -0.01, -0.41], [0.07, -0.01, -0.07], [0.04, -0.01, 0.14], [0.02, 0.03, 0.17], [0.02, -0.01, -0.02], [-0.08, -0.12, -0.14], [-0.04, 0.19, 0.05], [-0.02, 0.00, 0.07], [0.00, -0.12, -0.07], [0.07, 0.00, -0.04], [0.60, -0.38, 0.22], [-0.03, -0.02, 0.12], [-0.07, 0.14, -0.01], [-0.07, -0.07, -0.04], [0.10, 0.08, -0.06], [-0.14, -0.13, 0.06], [-0.05, -0.18, -0.08], [-0.13, 0.08, 0.11], [-0.23, -0.17, 0.00], [-0.20, 0.00, 0.00], [0.04, -0.13, -0.15], [0.08, -0.05, -0.11], [0.05, -0.06, 0.07], [0.13, -0.17, 0.32], [0.04, 0.09, -0.07], [0.07, -0.12, 0.13], [-0.02, -0.04, 0.08], [-0.17, 0.02, 0.00], [0.16, 0.02, 0.13], [-0.01, -0.10, 0.08], [0.06, 0.00, -0.08], [-0.04, -0.04, 0.11], [0.06, 0.03, -0.12], [0.02, 0.01, 0.04], [0.04, -0.02, -0.03], [-0.03, 0.00, 0.06], [-0.08, -0.03, 0.07], [-0.04, 0.02, -0.04], [0.00, 0.03, 0.00], [-0.01, 0.00, 0.01], [-0.03, 0.00, -0.01], [-0.02, 0.00, -0.01], [0.01, 0.02, 0.00], [0.00, -0.01, -0.02], [-0.02, 0.01, 0.01], [0.05, -0.01, 0.05], [0.04, -0.01, -0.01], [0.00, 0.14, 0.00], [0.01, -0.11, -0.01], [-0.02, 0.10, -0.02], [-0.01, -0.01, 0.01], [0.02, -0.08, -0.01], [-0.02, 0.15, 0.03], [-0.01, -0.01, 0.02], [0.02, -0.02, -0.05], [-0.02, -0.02, 0.00], [0.01, -0.01, 0.02], [0.01, -0.04, -0.01], [0.01, -0.06, -0.01], [0.00, 0.01, 0.07], [0.00, -0.04, -0.05], [0.00, -0.01, 0.03], [-0.01, 0.00, 0.01], [-0.01, 0.02, 0.00]]}

=====

Record 2
{"formula": "C8H14BrF7NO3S", "method": "ωB97M-V/def2-TZVPD", "max_force_ev_per_a": 3.4, "gap_ev": 7.39, "e_homo_ev": -13.1, "total_charge": 1, "species": ["O", "S", "O", "F", "N", "Br", "C", "C", "F", "C", "C", "C", "C", "F", "F", "C", "F", "F", "F", "H", "H", "H", "H", "H", "H", "H", "H", "H", "H", "C", "O", "H", "H", "H", "H"], "xyz": [[0.07935, 0.76673, 4.67088], [0.52245, 0.83476, 3.33696], [1.60356, 0.00552, 2.99238], [0.72099, 2.29374, 2.97075], [-0.86288, 0.33045, 2.31928], [-2.16381, 1.72487, 2.43631], [-1.33594, -0.99736, 2.86429], [-2.60829, -1.52265, 2.23235], [-2.34862, -2.19115, 1.06049], [-0.47453, 0.14869, 0.86400], [0.24251, 1.32936, 0.21465], [0.58150, 0.90960, -1.24249], [2.06378, 0.74206, -1.49066], [2.72024, 1.88568, -1.19461], [2.25656, 0.53345, -2.81678], [2.70874, -0.46863, -0.77784], [3.87219, -0.77329, -1.35284], [2.97811, -0.16699, 0.50417], [1.91492, -1.54583, -0.83616], [-0.54809, -1.71588, 2.63281], [-1.44894, -1.00543, 3.94510], [-3.00421, -2.26718, 2.92491], [-3.39330, -0.78075, 2.08873], [-1.36233, -0.05923, 0.26971], [0.16785, -0.72392, 0.75535], [-0.36011, 2.23376, 0.20520], [1.19077, 1.57295, 0.69379], [0.11717, -0.03858, -1.49612], [0.16924, 1.62572, -1.94553], [-0.67120, -0.22584, -4.77128], [-0.89770, -0.59344, -3.40504], [-1.03249, 0.78933, -4.91077], [0.39461, -0.26267, -5.00399], [-1.21538, -0.89411, -5.43989], [-0.57675, -1.49377, -3.29813]], "atomic_forces_ev_per_a": [[-0.93, 0.67, -0.12], [1.14, -1.75, 2.72], [0.08, 0.46, -1.40], [-0.09, 0.07, -0.70], [0.03, 0.44, -0.65], [-0.31, -0.11, 0.17], [-0.35, -0.89, 0.04], [-0.27, -0.46, 0.48], [0.13, 0.30, -0.36], [0.69, 0.50, -1.12], [0.43, -0.09, -0.33], [-0.29, -0.16, 0.63], [-0.59, 0.34, -0.85], [0.28, -0.19, 0.45], [-0.13, -0.19, -0.04], [1.37, 0.37, -0.08], [-0.35, -0.03, 0.06], [-0.52, -0.22, -0.06], [-0.07, 0.17, 0.21], [0.17, 0.14, -0.04], [0.01, 0.71, 0.02], [0.01, 0.04, 0.11], [0.12, 0.13, -0.19], [-0.36, -0.04, 0.48], [-0.02, -0.14, 0.61], [-0.11, -0.02, 0.04], [-0.14, -0.02, 0.27], [-0.14, 0.03, -0.11], [0.26, 0.09, -0.15], [0.07, -0.20, 0.09], [-0.01, -0.01, -0.05], [-0.03, 0.00, 0.07], [-0.02, 0.05, -0.08], [0.01, 0.07, -0.07], [-0.08, -0.06, -0.06]]}

=====

Record 3
{"formula": "C3H5N3S2", "method": "ωB97M-V/def2-TZVPD", "max_force_ev_per_a": 5.3, "gap_ev": 8.87, "de_lowest_kcal_mol": 66.5, "e_homo_ev": -8.5, "species": ["N", "C", "C", "C", "S", "N", "S", "N", "H", "H", "H", "H", "H"], "xyz": [[0.03943, -3.31519, -0.37428], [0.06118, -1.94630, -0.13614], [0.99546, -1.00642, -0.91359], [0.50296, 0.27723, -0.65491], [1.12725, 1.93063, -0.82799], [-0.37202, 0.14945, 0.45572], [-1.41077, 1.30096, 1.32420], [-0.63915, -1.19818, 0.71696], [-0.72771, -3.82661, -0.13284], [0.21597, -3.32983, -1.44848], [1.64458, -1.01552, -1.75195], [1.57347, 1.70580, -2.31533], [-0.72529, 1.36113, 2.34818]], "atomic_forces_ev_per_a": [[3.26, 2.17, -3.60], [1.51, 3.98, -0.50], [-3.27, 1.10, 0.70], [0.03, -0.68, 3.39], [0.83, -1.14, -3.88], [-0.51, -0.92, -0.25], [-0.91, -1.22, -4.38], [0.17, -0.78, -0.98], [-2.59, -1.28, 0.93], [-0.50, -0.78, 2.69], [0.68, -1.22, -0.47], [-0.94, 0.61, 3.28], [2.23, 0.15, 3.07]]}